An isolated molecule of C4H8N2O2 at a distorted geometry. Source: the Open Molecules 2025 dataset; level of theory: ωB97M-V/def2-TZVPD.

Geometry as XYZ:
```
16
Properties=species:S:1:pos:R:3:forces:R:3
H -2.353505 0.208676 1.468124 1.96 1.33 -0.44
N -1.391303 0.666880 1.211924 -2.73 -1.17 1.96
C -1.034139 0.135585 0.153789 0.12 -0.09 -2.62
C -1.710657 -0.898178 -0.782532 0.89 0.75 2.53
N 0.234809 0.520659 -0.437559 -1.66 -1.40 1.12
C 0.617007 1.781576 -0.535106 3.07 1.99 -0.94
O 0.049207 2.715802 -0.060786 -1.17 1.15 0.25
O 1.096662 -0.530651 -0.533982 1.14 -0.48 -0.45
C 1.901880 -0.750494 0.642675 -0.18 -1.62 0.41
H -2.770299 -1.027108 -0.486189 0.84 -0.51 -0.16
H -0.951707 -1.669776 -0.553708 -1.23 -0.80 -0.70
H -1.605201 -0.581030 -1.794684 0.01 0.17 -0.69
H 1.578146 2.000849 -1.130466 -0.84 -1.03 0.56
H 2.339260 -1.786992 0.460063 -0.42 1.48 0.30
H 1.320524 -0.772993 1.591104 -0.05 -0.03 -0.76
H 2.679320 -0.012807 0.787329 0.25 0.26 -0.38
```
Forces are in eV/Å.

As for the max |F|: 3.8 eV Å⁻¹. The calculation puts the relative energy (zero: lowest compared OMol25 entry of this formula, charge and spin) at 4.393 eV. The value obtained for the HOMO-LUMO gap is 10.31 eV. As for the SMILES: [H]/N=C(\C)N(C=O)OC.

A cluster of 2 separate species, C4H8N2O3 in total at a distorted geometry. Source: the Open Molecules 2025 dataset; level of theory: ωB97M-V/def2-TZVPD.

Geometry as XYZ:
```
17
Properties=species:S:1:pos:R:3:forces:R:3
C 1.933375 0.520473 0.561720 -0.12 -1.54 2.54
C 0.067823 -0.825187 0.330972 2.85 -3.58 4.13
C -0.108637 -1.621832 1.484002 1.87 0.27 -2.55
C -1.281135 0.584263 -1.361216 0.94 0.63 2.91
H 1.493134 1.495736 0.382036 -0.63 -0.21 -0.81
H 1.699408 0.304064 1.740881 1.55 0.74 -2.56
H 2.884439 0.427407 0.082502 1.52 1.06 1.11
H 1.008441 -1.997338 1.647690 -2.97 0.01 0.60
H -1.144805 -1.868027 1.971156 2.82 0.34 -0.93
H -2.658714 1.002035 0.698954 2.64 -4.91 0.11
H -0.437720 1.203658 -2.971924 0.81 -0.28 -1.65
H 0.430781 -0.129933 -1.724084 -0.34 2.99 -2.96
N -0.856104 0.060723 -0.048804 -2.86 0.68 -0.72
N -0.173317 0.749513 -2.136613 -0.18 -3.39 3.51
O 1.470884 -0.688275 -0.064600 -4.55 0.89 -0.56
O -1.928255 -0.248185 0.824368 -3.22 6.18 -1.41
O -2.399596 1.030905 -1.417040 -0.12 0.13 -0.77
```
Forces are in eV/Å.

As for the max |F|: 7.1 eV Å⁻¹. The calculation puts the relative energy (zero: lowest compared OMol25 entry of this formula, charge and spin) at 8.759 eV. The value obtained for the HOMO-LUMO gap is 8.27 eV.

An isolated molecule of C4H8N2O3 at a distorted geometry. Source: the Open Molecules 2025 dataset; level of theory: ωB97M-V/def2-TZVPD.

Geometry as XYZ:
```
17
Properties=species:S:1:pos:R:3:forces:R:3
N 2.038554 -1.446475 -0.174905 1.97 0.22 -0.91
C 1.983312 -0.016591 -0.052148 -0.83 -2.95 0.97
O 2.834073 0.805692 -0.231433 0.74 -0.14 -0.68
C 0.638606 0.349779 0.529661 -0.57 1.75 2.77
C -0.559497 0.339978 -0.351190 1.02 2.37 -2.71
N -1.468527 1.479342 -0.099357 0.39 4.23 -0.50
C -1.356518 -0.822440 -0.068093 -0.46 -1.66 -0.79
O -0.805791 -1.883856 0.127890 -0.94 -0.56 0.26
O -2.625274 -0.600804 -0.208338 -2.27 -0.11 0.70
H 1.247961 -2.013018 0.118025 -0.07 0.64 -0.15
H 2.833372 -2.054057 -0.561104 -1.42 2.09 0.77
H 0.269404 -0.438937 1.276027 1.61 1.48 -0.16
H 0.647833 1.468325 0.973440 0.68 -2.80 -0.69
H -0.237154 0.169528 -1.443923 -0.76 0.82 1.27
H -1.355688 2.487722 -0.589361 0.19 -3.49 0.84
H -1.291862 1.748952 0.881578 -0.33 -0.24 -0.48
H -2.792796 0.426862 -0.126767 1.05 -1.66 -0.51
```
Forces are in eV/Å.

As for the max |F|: 4.3 eV Å⁻¹. The calculation puts the relative energy (zero: lowest compared OMol25 entry of this formula, charge and spin) at 1.925 eV. The value obtained for the HOMO-LUMO gap is 10.46 eV. As for the SMILES: NC(=O)C[C@H](N)C(=O)O.

An isolated molecule of C4H8N2O3 at a distorted geometry. Source: the Open Molecules 2025 dataset; level of theory: ωB97M-V/def2-TZVPD.

Geometry as XYZ:
```
17
Properties=species:S:1:pos:R:3:forces:R:3
C -0.713347 -1.416771 -1.382934 -0.14 0.17 -0.32
C -0.414581 -0.633860 -0.116038 0.83 0.50 0.13
O -1.022875 0.672534 -0.247712 -0.06 -0.36 -0.28
C -0.683757 1.560832 0.711827 1.96 2.26 0.05
N -0.786717 1.164030 2.001281 -0.48 -0.22 0.16
O -0.172009 2.648301 0.427943 -1.34 -1.59 0.07
C 1.157489 -0.462392 0.112526 0.11 -1.57 -0.28
N 1.828424 0.240838 -0.849529 -0.81 0.01 0.34
O 1.749560 -1.128712 0.952340 -0.79 0.61 -0.44
H -0.296981 -2.427193 -1.322680 -0.01 0.21 0.06
H -1.795047 -1.492477 -1.542024 0.15 -0.02 0.24
H -0.316266 -0.915622 -2.272530 0.11 -0.08 0.26
H -0.862238 -1.155588 0.735929 0.42 0.03 0.05
H -1.229582 0.299176 2.267467 0.01 0.21 0.00
H -0.618136 1.873553 2.701948 0.03 -0.30 -0.22
H 2.838510 0.223395 -0.795975 -0.29 0.27 0.04
H 1.337551 0.949954 -1.381840 0.31 -0.13 0.13
```
Forces are in eV/Å.

As for the max |F|: 3.0 eV Å⁻¹. The calculation puts the relative energy (zero: lowest compared OMol25 entry of this formula, charge and spin) at 0.402 eV. The value obtained for the HOMO-LUMO gap is 10.69 eV. As for the SMILES: C[C@H](OC(N)=O)C(N)=O.

A structure of composition C4H8N2O3 at a distorted geometry. Source: the Open Molecules 2025 dataset; level of theory: ωB97M-V/def2-TZVPD.

Geometry as XYZ:
```
17
Properties=species:S:1:pos:R:3:forces:R:3
C -0.867576 -0.942110 1.808700 -0.37 -0.01 0.03
C 0.386067 0.945656 1.213382 0.26 -0.37 -0.62
O 0.330001 -0.164244 1.919883 0.43 0.18 0.19
O 1.651626 1.392494 1.192243 0.27 0.03 0.32
O -0.511821 1.459344 0.599834 -0.38 0.30 -0.01
H 1.693557 2.206333 0.669780 -0.30 -0.15 0.10
H -0.877215 -1.592473 2.679021 0.05 0.00 -0.04
H -0.836176 -1.525694 0.888202 -0.03 0.10 0.11
H -1.741244 -0.290497 1.822553 0.05 -0.06 -0.05
C -1.809676 0.183746 -1.615707 -0.48 -0.70 0.04
C 1.647512 -1.167356 -1.347035 0.17 -1.26 0.83
N -1.797283 -0.964132 -1.560533 -0.17 0.57 -0.13
N 0.833394 -1.832314 -0.880559 0.31 0.45 -0.34
H 0.260034 0.819048 -1.834863 2.05 0.64 -1.28
H 2.593693 -0.764600 -1.617711 -0.09 0.39 -0.30
H -1.875984 1.244900 -1.653806 0.02 0.09 0.06
H 0.921090 0.991901 -2.283383 -1.81 -0.22 1.09
```
Forces are in eV/Å.

As for the max |F|: 2.5 eV Å⁻¹. The calculation puts the relative energy (zero: lowest compared OMol25 entry of this formula, charge and spin) at 3.791 eV. The value obtained for the HOMO-LUMO gap is 11.70 eV.

An isolated molecule of C4H8N2O4. Source: the Open Molecules 2025 dataset; level of theory: ωB97M-V/def2-TZVPD.

Geometry as XYZ:
```
18
Properties=species:S:1:pos:R:3:forces:R:3
C -1.468562 -1.157333 1.075062 -0.36 -0.18 0.30
C -1.377752 -0.903633 -0.380368 0.38 0.33 0.08
O -2.141342 -1.318153 -1.215878 -0.28 -0.10 -0.06
C -0.183792 -0.042723 -0.893118 0.14 -0.50 -0.65
N 0.953478 -0.924163 -0.979488 -0.16 -0.35 -0.23
O -0.539082 0.509457 -2.120278 0.29 0.35 0.17
O 0.136968 1.072147 -0.078028 -0.17 0.13 -0.21
C 1.042018 0.991377 0.937192 0.28 0.41 0.11
N 1.857388 2.080757 0.905562 0.29 -0.08 0.60
O 1.107818 0.129617 1.761722 -0.01 -0.47 0.36
H -0.497922 -1.451673 1.473502 -0.08 0.03 -0.03
H -2.246492 -1.896383 1.285012 0.15 0.15 -0.07
H -1.724442 -0.204553 1.554382 0.06 -0.14 0.03
H 1.743818 -0.437493 -1.396828 -0.15 -0.02 0.00
H 0.714448 -1.715843 -1.588988 0.16 0.49 0.32
H -1.397372 0.150207 -2.374728 -0.16 -0.22 0.03
H 2.382328 2.291597 1.749782 -0.28 -0.18 -0.44
H 1.638488 2.826797 0.285482 -0.10 0.36 -0.31
```
Forces are in eV/Å.

As for the max |F|: 0.8 eV Å⁻¹. The calculation puts the relative energy (zero: lowest compared OMol25 entry of this formula, charge and spin) at 0.234 eV. The value obtained for the HOMO-LUMO gap is 10.82 eV. As for the SMILES: CC(=O)[C@@](N)(O)OC(N)=O.

A cluster of 2 separate species, C4H8N2O5 in total at a distorted geometry. Source: the Open Molecules 2025 dataset; level of theory: ωB97M-V/def2-TZVPD.

Geometry as XYZ:
```
19
Properties=species:S:1:pos:R:3:forces:R:3
C 2.046636 -1.501865 1.004974 0.71 1.49 2.05
C -2.135132 1.164801 0.194515 -3.61 -1.01 3.18
C -0.612714 0.017842 -1.052530 1.85 0.47 1.14
C 1.679155 -0.109292 0.434203 0.60 -2.79 -1.56
N 0.837889 0.714199 1.091211 0.42 0.75 0.71
N 2.591632 0.492454 -0.563960 0.13 -1.32 2.85
O 0.829523 1.918555 0.798756 -0.87 0.50 0.48
O 3.730129 0.038888 -0.576113 -0.23 -0.02 -0.50
O 0.128858 0.228988 1.993816 -0.38 0.10 -0.09
O 2.187886 1.408553 -1.203781 -0.19 1.21 -2.01
O -1.549882 -0.039303 -0.190288 1.64 -1.32 -1.73
H 3.101369 -1.424026 1.451977 -1.31 -0.22 -0.90
H 1.395912 -1.646683 1.913205 0.48 0.02 -1.18
H 1.998571 -2.383774 0.362050 -0.07 0.46 -0.24
H -1.691873 1.969032 -0.257181 1.11 2.07 -0.86
H -2.137187 1.170444 1.314820 0.57 0.36 -1.07
H -3.214013 1.049984 -0.039646 0.60 0.32 -0.30
H -0.194335 1.043456 -1.374672 -0.69 -1.70 0.26
H -0.116860 -0.938991 -1.304063 -0.76 0.64 -0.25
```
Forces are in eV/Å.

As for the max |F|: 4.9 eV Å⁻¹. The calculation puts the relative energy (zero: lowest compared OMol25 entry of this formula, charge and spin) at 9.718 eV. The value obtained for the HOMO-LUMO gap (spin up / spin down) is 6.88 / 6.87 eV.

A cluster of 2 separate species, C4H8N2OS in total at a distorted geometry. Source: the Open Molecules 2025 dataset; level of theory: ωB97M-V/def2-TZVPD.

Geometry as XYZ:
```
16
Properties=species:S:1:pos:R:3:forces:R:3
C 1.190450 -1.439116 -0.115941 -0.69 -1.57 -0.28
C 1.604115 -0.195325 0.095541 3.57 -1.54 -0.13
C -0.150935 -2.039035 0.240665 0.65 -0.06 -1.18
C 1.012125 1.035790 0.628257 0.01 -1.62 -0.23
N -1.250986 -1.443470 0.119801 -1.23 0.31 0.54
N -0.378395 0.941088 0.785132 -3.26 0.39 0.62
O -2.763668 0.465133 0.080671 -4.84 1.55 2.05
S -1.467139 0.222688 -0.326568 6.63 -2.50 -1.46
H 1.865383 -2.112065 -0.715390 -0.60 0.53 1.15
H 2.742600 -0.169409 -0.114480 -1.89 0.75 -0.02
H -2.227123 2.144960 -2.032390 0.29 -0.58 -0.36
H -0.260712 -3.137276 0.473545 0.65 1.05 -0.15
H 1.506191 1.335728 1.513964 0.31 0.17 1.28
H 1.366503 1.708267 -0.086082 0.03 2.01 -1.37
H -0.911805 1.207049 1.618520 0.85 -0.02 -0.26
H -1.876599 1.474996 -2.165239 -0.47 1.12 -0.19
```
Forces are in eV/Å.

As for the max |F|: 7.2 eV Å⁻¹. The calculation puts the relative energy (zero: lowest compared OMol25 entry of this formula, charge and spin) at 4.383 eV. The value obtained for the HOMO-LUMO gap is 9.15 eV.

An isolated molecule of C4H8N2OS at a distorted geometry. Source: the Open Molecules 2025 dataset; level of theory: ωB97M-V/def2-TZVPD.

Geometry as XYZ:
```
16
Properties=species:S:1:pos:R:3:forces:R:3
C 2.877857 -0.696287 -0.041227 0.68 0.28 0.92
C 1.627647 -0.421957 0.284326 0.23 -0.62 -1.28
N 0.555920 -1.148895 -0.230103 0.32 -0.32 0.18
C -0.750895 -0.824292 -0.087954 -0.31 0.66 0.04
S -1.934487 -1.988766 -0.089649 0.04 0.35 -0.06
N -0.994358 0.545890 0.068289 -0.56 -2.68 1.22
C -2.362517 1.007832 0.136130 0.14 0.88 -0.44
O -0.132289 1.358289 -0.606232 0.31 1.05 -0.82
H 3.647038 -0.041619 0.355453 0.03 -0.29 -0.03
H 3.184750 -1.600887 -0.533705 -0.02 -0.04 -0.49
H 1.399303 0.407311 0.894403 -0.32 0.61 0.52
H 0.765859 -2.071477 -0.607907 -0.35 0.39 0.32
H -2.946500 0.542762 0.924115 0.31 -0.17 0.03
H -2.282977 2.081731 0.313758 -0.24 -0.03 0.09
H -2.850238 0.853939 -0.820539 -0.30 -0.06 -0.16
H 0.195888 1.996422 0.040846 0.04 -0.01 -0.04
```
Forces are in eV/Å.

As for the max |F|: 3.0 eV Å⁻¹. The calculation puts the relative energy (zero: lowest compared OMol25 entry of this formula, charge and spin) at 2.532 eV. The value obtained for the HOMO-LUMO gap is 8.75 eV. As for the SMILES: C=CNC(=S)N(C)O.

An isolated molecule of C4H8N2OS at a distorted geometry. Source: the Open Molecules 2025 dataset; level of theory: ωB97M-V/def2-TZVPD.

Geometry as XYZ:
```
16
Properties=species:S:1:pos:R:3:forces:R:3
C -1.826321 1.785177 -1.542480 -3.27 -0.92 1.45
C -1.020337 0.921150 -0.549392 -1.60 -1.64 -1.10
O -0.177705 0.018224 -1.276963 -0.57 -2.93 0.66
C 0.289689 -0.985910 -0.321937 -0.15 -0.98 1.16
C 0.668045 -0.281165 0.949728 0.11 1.76 -0.19
N 1.419930 -0.549074 1.944519 0.71 0.18 -0.51
N 2.326086 -1.669374 1.765867 1.99 -0.43 -0.02
S 0.061809 1.406737 0.646962 2.26 2.02 3.90
H -2.520229 0.762192 -1.837133 1.96 3.32 -1.03
H -2.676069 2.223784 -0.881712 1.55 -0.15 -0.95
H -1.442883 2.698693 -2.223785 -0.52 -2.98 1.27
H -1.794634 0.355375 0.080637 0.51 0.34 -1.42
H 1.234059 -1.418513 -0.617407 -0.16 -0.44 -1.02
H -0.407662 -1.873270 0.142353 0.91 2.04 -2.00
H 3.182735 -1.364292 0.875323 -3.06 -1.19 4.29
H 2.683486 -2.029735 2.845420 -0.66 1.99 -4.49
```
Forces are in eV/Å.

As for the max |F|: 5.4 eV Å⁻¹. The calculation puts the relative energy (zero: lowest compared OMol25 entry of this formula, charge and spin) at 6.136 eV. The value obtained for the HOMO-LUMO gap is 8.74 eV. As for the SMILES: C[C@H]1OC/C(=N\N)S1.

An isolated molecule of C4H8N2OS at a distorted geometry. Source: the Open Molecules 2025 dataset; level of theory: ωB97M-V/def2-TZVPD.

Geometry as XYZ:
```
16
Properties=species:S:1:pos:R:3:forces:R:3
C 1.757473 2.479637 1.754411 2.36 3.64 0.91
N 1.581239 1.251237 1.543714 0.68 1.24 0.40
O 0.555292 1.041093 0.657152 -0.90 -1.60 -1.41
C 0.713926 -0.196988 0.077251 0.27 -2.24 0.01
S 1.878958 -1.312371 0.439847 -0.87 1.10 -0.26
C -0.409729 -0.619195 -0.930528 -0.43 3.37 1.47
C -1.753321 -0.794414 -0.092902 -1.64 0.86 -1.39
N -0.138369 -1.712804 -1.777219 -2.92 -2.20 -1.88
H 2.810410 2.727843 2.354212 -3.20 -0.76 -1.26
H 1.176395 3.501105 1.359487 1.22 -3.20 0.74
H -0.404821 0.251927 -1.695443 -0.65 -0.72 1.63
H -2.057203 0.163659 0.481292 0.53 -1.68 -0.84
H -2.601271 -1.036509 -0.884895 1.57 0.70 1.58
H -1.767138 -1.697621 0.576353 0.56 0.97 -0.48
H -0.389254 -2.705289 -1.194273 0.48 3.42 -2.57
H -0.952587 -1.341312 -2.668461 2.93 -2.89 3.35
```
Forces are in eV/Å.

As for the max |F|: 5.3 eV Å⁻¹. The calculation puts the relative energy (zero: lowest compared OMol25 entry of this formula, charge and spin) at 5.600 eV. The value obtained for the HOMO-LUMO gap is 8.68 eV. As for the SMILES: C=NOC(=S)[C@H](C)N.

An isolated molecule of C4H8N2OS at a distorted geometry. Source: the Open Molecules 2025 dataset; level of theory: ωB97M-V/def2-TZVPD.

Geometry as XYZ:
```
16
Properties=species:S:1:pos:R:3:forces:R:3
C 0.852320 0.979574 0.535404 1.48 -1.20 0.83
C -0.449048 0.994283 0.542073 -0.98 3.56 3.24
C 1.638065 0.011323 -0.287733 0.81 -0.76 -2.46
C -1.370174 0.364558 -0.324872 -3.92 -0.36 -0.85
N 0.899458 -1.230477 -0.599200 1.79 2.12 -0.80
N -1.735364 -0.934019 0.266852 0.89 -1.41 -0.89
O 2.920105 -0.256328 0.282171 -0.69 0.74 1.32
S -0.084397 -1.904405 0.380296 -1.89 -0.58 -1.13
H 1.339820 1.404301 1.384305 0.62 0.50 0.21
H -0.976001 1.586322 1.405997 1.18 -0.96 -1.57
H 1.850324 0.410106 -1.332930 -0.37 -0.10 1.11
H 3.520831 -0.670912 -0.330381 -0.18 -0.21 -0.56
H -2.361682 1.005643 -0.369508 1.84 -1.33 -0.19
H -1.009681 0.222323 -1.331789 0.05 -0.11 -0.29
H -2.195620 -0.850165 1.170108 0.49 0.04 0.06
H -0.199998 -2.777888 -0.734630 -1.10 0.06 1.98
```
Forces are in eV/Å.

As for the max |F|: 4.9 eV Å⁻¹. The calculation puts the relative energy (zero: lowest compared OMol25 entry of this formula, charge and spin) at 4.749 eV. The value obtained for the HOMO-LUMO gap is 8.97 eV.